{"formula": "C2H6NO3S3", "method": "ωB97M-V/def2-TZVPD", "lumo_energy_ev": -4.05, "spin_multiplicity": 1, "total_charge": 1, "symbols": ["C", "C", "N", "O", "O", "O", "S", "S", "S", "H", "H", "H", "H", "H", "H"], "xyz": [[-0.5361, 0.9909, 0.0913], [0.7470, 0.7970, -0.7129], [1.7262, 0.0501, 0.1708], [-1.7926, -2.3347, -0.6413], [0.0378, -1.8572, 0.9101], [-1.5643, 0.0485, 0.0913], [-0.3869, 1.7300, 1.7186], [-1.3280, 2.6596, 0.1611], [-1.3814, -1.6090, 0.7655], [1.0639, 1.7117, -1.1071], [0.4883, 0.2832, -1.7088], [1.3911, -0.9678, 0.4019], [1.5300, 0.5993, 1.0532], [2.6878, -0.0047, -0.2126], [-2.6829, -2.0970, -0.9810]]}

***

{"formula": "C2H6NO5", "method": "ωB97M-V/def2-TZVPD", "lumo_energy_ev": -2.62, "spin_multiplicity": 1, "total_charge": -1, "symbols": ["O", "C", "N", "C", "O", "O", "H", "H", "H", "H", "O", "H", "H", "O"], "xyz": [[1.1026, 1.7261, 2.0562], [2.0038, 1.7760, 1.2464], [1.8931, 1.6497, -0.0852], [-2.0414, -0.5949, 0.0313], [-1.9514, -1.8367, 0.0705], [-2.8909, 0.1518, -0.4540], [3.0259, 1.9724, 1.6432], [2.7265, 1.1732, -0.4741], [-4.6662, -1.7470, -0.8666], [-3.4831, -2.4063, -0.2152], [-4.4334, -2.5840, -0.4497], [5.1960, 0.6275, -1.8216], [-1.1428, -0.0529, 0.4877], [4.6612, 0.1452, -1.1688]]}

***

{"formula": "C2H6NO6PS", "method": "ωB97M-V/def2-TZVPD", "lumo_energy_ev": -0.44, "spin_multiplicity": 1, "symbols": ["O", "P", "O", "C", "O", "O", "S", "H", "H", "H", "C", "N", "O", "O", "H", "H", "H"], "xyz": [[-3.0223, 2.1468, -3.5753], [-1.8451, 1.5405, -2.9364], [-2.2024, 0.0191, -2.3156], [-1.3046, -0.3034, -1.2865], [-1.7642, -0.6222, -0.2699], [0.0413, -0.2870, -1.5667], [0.9187, 0.9085, -0.7188], [-0.7469, 1.3645, -3.8126], [-1.4812, 2.3343, -1.8097], [0.0800, 1.9142, -0.3301], [1.4267, -1.9004, 2.7804], [1.8573, -0.5028, 2.5076], [0.9950, 0.3507, 2.4685], [3.0470, -0.3167, 2.3411], [0.3486, -1.9140, 2.9053], [1.7255, -2.5069, 1.9291], [1.9264, -2.2252, 3.6895]]}

***

{"formula": "C2H6NOPS2", "method": "ωB97M-V/def2-TZVPD", "lumo_energy_ev": [-2.25, -2.82], "spin_multiplicity": 1, "symbols": ["C", "C", "N", "O", "P", "S", "S", "H", "H", "H", "H", "H", "H"], "xyz": [[-0.1168, 0.4110, 0.3014], [0.6056, -0.5526, 1.2463], [0.6286, 0.2562, -0.9264], [1.9251, -0.6629, 0.8343], [2.2066, -0.4431, -0.7656], [2.2838, -2.3181, -1.5243], [-3.0420, 1.1638, -1.1105], [-1.1792, 0.1148, 0.3228], [-0.1679, 1.4723, 0.7394], [0.6817, 0.0068, 2.2704], [0.0622, -1.4983, 1.2596], [0.4664, 0.8296, -1.7261], [-4.3542, 1.2207, -0.9213]]}

***

{"formula": "C2H6NOS", "method": "ωB97M-V/def2-TZVPD", "lumo_energy_ev": 4.05, "spin_multiplicity": 1, "total_charge": -1, "symbols": ["C", "S", "H", "H", "H", "C", "N", "O", "H", "H", "H"], "xyz": [[1.8561, -1.2350, -0.5565], [0.7238, -0.7715, -1.9060], [1.2943, -1.6713, 0.2744], [2.2941, -0.3585, -0.0541], [2.7200, -1.8446, -0.8468], [-1.8104, 0.7737, 1.0338], [-1.2961, 1.0592, -0.1763], [-2.4005, 1.5485, 1.7680], [-1.5959, -0.2636, 1.3391], [-0.3688, 0.7121, -0.5002], [-1.4168, 2.0511, -0.3755]]}

***

{"formula": "C2H6NOS", "method": "ωB97M-V/def2-TZVPD", "lumo_energy_ev": 4.08, "spin_multiplicity": 1, "total_charge": -1, "symbols": ["C", "S", "H", "H", "H", "C", "N", "O", "H", "H", "H"], "xyz": [[0.6832, -1.9269, -0.0133], [-1.1345, -1.9530, 0.4757], [0.9236, -1.0744, -0.6515], [0.8464, -2.8914, -0.4984], [1.2525, -1.9177, 0.9148], [0.0616, 1.9506, 0.1767], [-1.0453, 1.2488, -0.1973], [0.5035, 2.9586, -0.3620], [0.4917, 1.7016, 1.1568], [-0.8229, 0.2363, -0.2400], [-1.7599, 1.6674, -0.7614]]}

***

{"formula": "C2H6NP", "method": "ωB97M-V/def2-TZVPD", "lumo_energy_ev": 1.16, "spin_multiplicity": 1, "symbols": ["P", "N", "C", "C", "H", "H", "H", "H", "H", "H"], "xyz": [[-0.3268, 1.6493, 1.0099], [0.1757, 0.0160, 0.5179], [-0.3293, -0.9747, -0.3046], [1.1686, -0.4840, -0.3134], [-1.6142, 1.2257, 1.4020], [-0.8446, 2.2092, -0.1816], [-0.8097, -0.7830, -1.2212], [-0.7829, -1.8296, 0.1497], [2.0175, -0.8941, 0.2175], [1.3456, -0.1347, -1.2761]]}

***

{"formula": "C2H6NS", "method": "ωB97M-V/def2-TZVPD", "lumo_energy_ev": 4.00, "spin_multiplicity": 1, "total_charge": -1, "symbols": ["S", "H", "C", "C", "N", "H", "H", "H", "H", "H"], "xyz": [[-0.6372, 0.3028, 2.2581], [-1.9573, -0.0321, 2.8345], [1.6723, -0.2245, -1.5429], [-0.7204, -0.1370, -1.4331], [0.3730, -0.3252, -2.1003], [2.0388, 0.8527, -1.5399], [2.2825, -0.8533, -2.2024], [1.7308, -0.6994, -0.5768], [-1.5295, 0.5473, -1.7249], [-0.6926, -0.2159, -0.3610]]}

***

{"formula": "C2H6NS", "method": "ωB97M-V/def2-TZVPD", "lumo_energy_ev": -3.78, "spin_multiplicity": 1, "total_charge": 1, "symbols": ["S", "C", "C", "N", "H", "H", "H", "H", "H", "H"], "xyz": [[-0.7664, 1.7850, 0.2063], [0.3783, 0.4138, 0.0446], [-0.0072, -0.7650, 0.7607], [-0.1784, -0.7594, -0.7173], [-0.0253, 2.8971, -0.4422], [1.5805, 0.3603, 0.1403], [0.6168, -1.4461, 1.2816], [-0.9849, -0.6904, 1.2476], [0.5464, -1.1245, -1.3384], [-1.1598, -0.6709, -1.1832]]}

***

{"formula": "C2H6O2", "method": "ωB97M-V/def2-TZVPD", "lumo_energy_ev": [0.65, 0.52], "spin_multiplicity": 1, "symbols": ["C", "C", "O", "O", "H", "H", "H", "H", "H", "H"], "xyz": [[1.0025, -0.2297, -0.4732], [-0.3896, -0.0167, 0.0272], [-1.2231, -1.0380, -0.1445], [-0.9743, 1.1931, -0.0576], [1.3490, -1.2069, -0.1541], [1.0069, -0.2018, -1.5672], [1.6789, 0.5308, -0.0933], [-0.0100, -0.1218, 2.1955], [-2.1039, -0.8114, 0.1808], [-0.3365, 1.9024, 0.0864]]}

***

{"formula": "C2H6O2", "method": "ωB97M-V/def2-TZVPD", "lumo_energy_ev": [0.04, -0.29], "spin_multiplicity": 1, "symbols": ["C", "C", "O", "O", "H", "H", "H", "H", "H", "H"], "xyz": [[1.1177, -0.2950, 0.2108], [0.0017, 0.4623, -0.3514], [-0.5103, 1.4843, 0.2845], [-1.8494, -1.1691, -0.2922], [1.2426, -1.3624, 0.1141], [2.0762, -0.0409, -0.4169], [1.1816, -0.0463, 1.2518], [-0.2136, 0.2304, -1.3499], [-0.2958, 1.5903, 1.2142], [-2.7506, -0.8536, -0.6651]]}

***

{"formula": "C2H6O2", "method": "ωB97M-V/def2-TZVPD", "lumo_energy_ev": 0.99, "spin_multiplicity": 1, "symbols": ["C", "O", "C", "O", "H", "H", "H", "H", "H", "H"], "xyz": [[-1.3843, -0.3226, 0.0986], [-0.2613, -0.0467, -0.7000], [0.8092, 0.4286, 0.0532], [1.8874, -0.5634, 0.0063], [-2.1229, -0.5753, -0.6880], [-1.6455, 0.3836, 0.7271], [-1.1536, -0.9918, 0.7198], [0.9791, 1.6406, -0.3736], [0.7400, 0.5165, 1.0115], [2.1520, -0.4696, -0.8549]]}

***

{"formula": "C2H6O2", "method": "ωB97M-V/def2-TZVPD", "lumo_energy_ev": 0.83, "spin_multiplicity": 1, "symbols": ["O", "C", "C", "O", "H", "H", "H", "H", "H", "H"], "xyz": [[-1.0904, -0.9006, 0.0707], [-0.6508, 0.3372, -0.3193], [0.7833, 0.3842, 0.2463], [1.4954, -0.7556, -0.1754], [-1.3784, -0.6357, 0.9644], [-0.6508, 0.2560, -1.3517], [-1.3345, 1.1844, -0.1075], [0.8344, 0.4160, 1.3103], [1.2540, 1.1749, -0.2298], [0.7378, -1.4609, -0.4081]]}

***

{"formula": "C2H6O2P", "method": "ωB97M-V/def2-TZVPD", "lumo_energy_ev": -5.42, "spin_multiplicity": 1, "total_charge": 1, "symbols": ["C", "C", "O", "O", "P", "H", "H", "H", "H", "H", "H"], "xyz": [[0.3490, 1.4937, 0.0068], [0.4313, -1.5037, 0.0065], [-1.9283, 0.0620, -0.7595], [-1.9012, 0.0432, 0.7484], [-0.5551, -0.0114, -0.0320], [-0.3283, 2.3357, -0.0185], [1.1621, 1.4345, -0.8480], [0.8275, 1.6390, 0.8940], [-0.2865, -2.4366, 0.0343], [1.1758, -1.4900, 0.7779], [1.0535, -1.5665, -0.8098]]}

***

{"formula": "C2H6O2PS2", "method": "ωB97M-V/def2-TZVPD", "lumo_energy_ev": -5.75, "spin_multiplicity": 1, "total_charge": 1, "symbols": ["C", "C", "O", "O", "P", "S", "S", "H", "H", "H", "H", "H", "H"], "xyz": [[3.4883, 0.6613, -0.6568], [1.7183, -1.4814, -0.1108], [4.5488, 1.0664, -0.6542], [0.4092, -1.7816, 0.1233], [1.7836, 0.3662, -0.7512], [-2.5352, 1.8323, -0.5204], [1.4768, 1.4613, 1.0160], [-3.6282, 1.5564, -1.2169], [2.2525, -1.5134, 0.8475], [2.2143, -2.1027, -0.8631], [-0.0413, -2.1414, -0.6528], [-3.2164, 1.9916, 0.6093], [0.7621, 2.4259, 0.4218]]}

***

{"formula": "C2H6O2S2", "method": "ωB97M-V/def2-TZVPD", "lumo_energy_ev": 0.34, "spin_multiplicity": 1, "symbols": ["O", "C", "O", "H", "H", "C", "S", "S", "H", "H", "H", "H"], "xyz": [[-0.9795, -0.6571, -1.6463], [-0.6232, -1.6227, -1.0158], [0.6946, -1.9561, -1.1945], [-1.1638, -2.2522, -0.3043], [1.0430, -1.0869, -1.4348], [0.0976, 1.9829, 0.2932], [1.2566, 0.7674, 0.9871], [-0.1523, -0.2473, 2.0829], [-0.3654, 2.5833, 1.0803], [0.6139, 2.4900, -0.5244], [-0.7634, 1.4495, -0.1242], [0.3419, -1.4507, 1.8007]]}

***

{"formula": "C2H6O2S2", "method": "ωB97M-V/def2-TZVPD", "lumo_energy_ev": 0.52, "spin_multiplicity": 1, "symbols": ["C", "O", "C", "O", "S", "S", "H", "H", "H", "H", "H", "H"], "xyz": [[-1.6040, -0.8741, 0.0517], [-0.0960, -0.5084, 0.4048], [1.0829, 0.2375, 0.0245], [2.1133, -0.6898, -0.1011], [0.7538, 0.9539, -1.7536], [1.3448, 1.5815, 1.2646], [-2.1014, -0.0016, 0.4638], [-1.8930, -1.8214, 0.4741], [-1.5621, -1.0896, -0.9815], [1.7259, -1.5093, -0.2344], [0.0849, 2.1537, -1.3197], [0.1509, 1.5675, 1.7067]]}

***

{"formula": "C2H6O2Tl", "method": "ωB97M-V/def2-TZVPD", "lumo_energy_ev": [-10.21, -15.21], "spin_multiplicity": 2, "total_charge": 2, "symbols": ["C", "C", "O", "H", "H", "H", "H", "H", "H", "Tl", "O"], "xyz": [[2.1218, 1.7584, 0.4256], [0.8259, 1.3510, -0.2294], [0.5721, -0.0179, 0.1673], [2.4499, 2.7006, -0.0319], [1.9909, 1.9282, 1.5021], [2.9023, 1.0043, 0.2634], [0.8886, 1.3507, -1.3249], [-0.0195, 1.9695, 0.1004], [-0.1524, -0.1933, 1.3486], [-1.4064, -1.5173, -0.9849], [-0.8206, -0.1849, 0.3933]]}

***

{"formula": "C2H6O3", "method": "ωB97M-V/def2-TZVPD", "lumo_energy_ev": 0.71, "spin_multiplicity": 1, "symbols": ["O", "C", "O", "H", "H", "C", "O", "H", "H", "H", "H"], "xyz": [[2.2364, -0.4083, 0.3949], [2.1748, 0.7171, 0.0108], [1.1802, 1.6022, 0.2508], [2.9583, 1.2136, -0.5932], [0.3786, 1.0532, 0.2360], [-1.4357, -0.9599, -0.2797], [-1.2958, 0.2832, 0.3535], [-2.4684, -1.3022, -0.3973], [-0.8735, -1.7762, 0.1988], [-0.9501, -0.8884, -1.2502], [-1.9047, 0.4657, 1.0757]]}

***

{"formula": "C2H6O3", "method": "ωB97M-V/def2-TZVPD", "lumo_energy_ev": 0.54, "spin_multiplicity": 1, "symbols": ["C", "C", "O", "O", "H", "H", "H", "H", "O", "H", "H"], "xyz": [[-1.0584, 0.5184, 0.0938], [0.2041, 0.3690, -0.7436], [0.7179, -0.5593, -1.2650], [0.6118, 1.6134, -0.9165], [-1.3823, 1.6812, 0.2186], [-0.7969, 0.0861, 1.0876], [-1.8904, 0.1746, -0.3700], [1.4451, 1.6597, -1.5044], [0.7919, -1.9662, 1.4119], [1.3897, -1.3196, 1.0763], [-0.0325, -2.2572, 0.9112]]}

***

ΔE to the lowest compared entry with this formula, charge and spin values, unit kcal per mole, following the record order: 0.00 218.91 88.54 78.84 24.07 33.35 24.36 44.81 28.22 81.28 92.12 70.82 32.60 60.75 30.43 13.13 66.41 141.86 27.42 30.13.